1.
The following is a quantum chemistry calculation of 12 unconnected molecules or ions with the total composition C35H69F2NO14P, from the OMol25 dataset.

Bonds (Å) are listed after each position.
Cartesian coordinates (Å):
1 O -0.3462 -0.0669 1.5950  C2 1.259
2 C -0.2742 0.9536 0.8621  O1 1.259, F3 1.420, N4 1.487
3 F 0.6331 0.8959 -0.2287  C2 1.420
4 N -1.1784 2.0907 1.1813  C2 1.487, P5 1.766, C7 1.486
5 P -0.3567 3.6534 1.1518  N4 1.766, O6 1.691, H10 1.445, H11 1.452
6 O 1.2774 3.5850 0.7210  P5 1.691, H12 0.991
7 C -2.4339 2.0809 0.3863  N4 1.486, O8 1.264, F9 1.424
8 O -3.5410 2.0732 0.9957  C7 1.264
9 F -2.5043 2.0563 -1.0361  C7 1.424
10 H -1.0464 4.5423 0.2446  P5 1.445
11 H -0.5043 4.2102 2.4846  P5 1.452
12 H 1.3671 3.4456 -0.2559  O6 0.991
13 C 1.2889 -2.9426 -0.1964  C14 1.505, H17 1.093, H18 1.092, H19 1.092
14 C 2.4238 -3.5837 0.5554  C13 1.505, O15 1.218, C16 1.505
15 O 3.5140 -3.7480 0.0366  C14 1.218
16 C 2.1604 -4.0135 1.9738  C14 1.505, H20 1.092, H21 1.092, H22 1.093
17 H 1.6230 -2.6842 -1.2041  C13 1.093
18 H 0.4519 -3.6401 -0.2737  C13 1.092
19 H 0.9756 -2.0288 0.3133  C13 1.092
20 H 1.3633 -4.7599 1.9959  C16 1.092
21 H 1.8847 -3.1468 2.5783  C16 1.092
22 H 3.0671 -4.4580 2.3914  C16 1.093
23 C 5.1688 4.3209 1.4094  C24 1.506, H27 1.093, H28 1.092, H29 1.092
24 C 4.8626 4.3973 -0.0627  C23 1.506, O25 1.222, C26 1.504
25 O 3.7370 4.6508 -0.4650  C24 1.222
26 C 5.9967 4.1493 -1.0197  C24 1.504, H30 1.092, H31 1.092, H32 1.093
27 H 4.2584 4.5208 1.9799  C23 1.093
28 H 5.5278 3.3211 1.6630  C23 1.092
29 H 5.9184 5.0703 1.6725  C23 1.092
30 H 6.3923 3.1418 -0.8738  C26 1.092
31 H 6.7829 4.8911 -0.8643  C26 1.092
32 H 5.6307 4.2366 -2.0454  C26 1.093
33 C -2.3291 -3.0957 1.8077  C34 1.502, H37 1.093, H38 1.093, H39 1.093
34 C -3.6434 -3.2958 2.5074  C33 1.502, O35 1.218, C36 1.503
35 O -3.8621 -4.2824 3.1874  C34 1.218
36 C -4.6754 -2.2184 2.3267  C34 1.503, H40 1.092, H41 1.093, H42 1.092
37 H -1.6714 -3.9428 2.0182  C33 1.093
38 H -2.4909 -3.0367 0.7279  C33 1.093
39 H -1.8516 -2.1825 2.1714  C33 1.093
40 H -4.9316 -2.1229 1.2692  C36 1.092
41 H -4.2934 -1.2698 2.7117  C36 1.093
42 H -5.5777 -2.4835 2.8824  C36 1.092
43 C 3.7165 -0.7648 5.5617  C44 1.505, H47 1.092, H48 1.092, H49 1.092
44 C 4.1943 -0.1991 4.2509  C43 1.505, O45 1.218, C46 1.506
45 O 4.9423 0.7619 4.2107  C44 1.218
46 C 3.7120 -0.8669 2.9904  C44 1.506, H50 1.093, H51 1.092, H52 1.093
47 H 4.1433 -0.1849 6.3832  C43 1.092
48 H 2.6274 -0.7031 5.6184  C43 1.092
49 H 4.0425 -1.8025 5.6596  C43 1.092
50 H 2.6223 -0.8092 2.9323  C46 1.093
51 H 4.0378 -1.9090 2.9734  C46 1.092
52 H 4.1364 -0.3536 2.1240  C46 1.093
53 C -3.4999 -2.4955 -3.2505  C54 1.504, H57 1.093, H58 1.093, H59 1.092
54 C -2.2033 -2.6292 -2.5001  C53 1.504, O55 1.223, C56 1.504
55 O -2.1858 -2.8437 -1.2964  C54 1.223
56 C -0.9299 -2.4892 -3.2877  C54 1.504, H60 1.093, H61 1.092, H62 1.092
57 H -4.3346 -2.6193 -2.5558  C53 1.093
58 H -3.5663 -1.5039 -3.7046  C53 1.093
59 H -3.5659 -3.2694 -4.0182  C53 1.092
60 H -0.8815 -1.4972 -3.7431  C56 1.093
61 H -0.8827 -3.2625 -4.0574  C56 1.092
62 H -0.0755 -2.6091 -2.6176  C56 1.092
63 C -1.9126 -7.0318 -5.3810  C64 1.505, H67 1.093, H68 1.092, H69 1.092
64 C -0.8460 -5.9703 -5.4260  C63 1.505, O65 1.221, C66 1.505
65 O -1.1343 -4.7870 -5.5066  C64 1.221
66 C 0.5879 -6.4242 -5.3678  C64 1.505, H70 1.092, H71 1.092, H72 1.090
67 H -2.8968 -6.5591 -5.4310  C63 1.093
68 H -1.8035 -7.7044 -6.2346  C63 1.092
69 H -1.8404 -7.5916 -4.4460  C63 1.092
70 H 0.8082 -7.0696 -6.2207  C66 1.092
71 H 0.7706 -6.9571 -4.4317  C66 1.092
72 H 1.2450 -5.5550 -5.4088  C66 1.090
73 C 2.8544 7.3589 1.1635  C74 1.504, H77 1.092, H78 1.092, H79 1.091
74 C 1.7696 7.1544 2.1848  C73 1.504, O75 1.224, C76 1.504
75 O 0.6692 6.7236 1.8659  C74 1.224
76 C 2.0889 7.5003 3.6131  C74 1.504, H80 1.092, H81 1.092, H82 1.093
77 H 2.4840 7.0687 0.1778  C73 1.092
78 H 3.1417 8.4122 1.1334  C73 1.092
79 H 3.7173 6.7379 1.4092  C73 1.091
80 H 2.3423 8.5596 3.6914  C76 1.092
81 H 2.9188 6.8846 3.9678  C76 1.092
82 H 1.2146 7.3031 4.2379  C76 1.093
83 C 3.1186 8.7890 7.5327  C84 1.506, H87 1.093, H88 1.092, H89 1.092
84 C 2.6172 10.0741 6.9290  C83 1.506, O85 1.219, C86 1.505
85 O 2.1092 10.0977 5.8210  C84 1.219
86 C 2.7677 11.3287 7.7469  C84 1.505, H90 1.092, H91 1.092, H92 1.092
87 H 2.9451 7.9681 6.8326  C83 1.093
88 H 4.1908 8.8629 7.7266  C83 1.092
89 H 2.5800 8.5785 8.4590  C83 1.092
90 H 3.8244 11.5153 7.9502  C86 1.092
91 H 2.2134 11.2309 8.6828  C86 1.092
92 H 2.3638 12.1758 7.1877  C86 1.092
93 C -7.5679 -4.1308 -4.5952  C94 1.506, H97 1.093, H98 1.092, H99 1.092
94 C -6.4309 -4.7716 -3.8446  C93 1.506, O95 1.219, C96 1.506
95 O -5.3413 -4.9355 -4.3654  C94 1.219
96 C -6.6922 -5.2022 -2.4257  C94 1.506, H100 1.092, H101 1.092, H102 1.093
97 H -7.2359 -3.8722 -5.6035  C93 1.093
98 H -8.4041 -4.8292 -4.6704  C93 1.092
99 H -7.8821 -3.2175 -4.0851  C93 1.092
100 H -7.4895 -5.9483 -2.4045  C96 1.092
101 H -6.9675 -4.3363 -1.8191  C96 1.092
102 H -5.7852 -5.6471 -2.0095  C96 1.093
103 C -5.8043 0.5867 -0.8474  C104 1.509, H107 1.093, H108 1.092, H109 1.091
104 C -7.1352 0.4130 -0.1579  C103 1.509, O105 1.217, C106 1.506
105 O -7.3710 -0.5695 0.5211  C104 1.217
106 C -8.1593 1.5012 -0.3424  C104 1.506, H110 1.092, H111 1.092, H112 1.092
107 H -5.1663 -0.2731 -0.6269  C103 1.093
108 H -5.9522 0.6450 -1.9282  C103 1.092
109 H -5.3120 1.4898 -0.4833  C103 1.091
110 H -8.4101 1.6001 -1.4009  C106 1.092
111 H -7.7716 2.4461 0.0449  C106 1.092
112 H -9.0658 1.2423 0.2095  C106 1.092
113 C 5.5342 -4.8133 -6.6484  C114 1.506, H117 1.092, H118 1.092, H119 1.092
114 C 4.4663 -5.0290 -5.6093  C113 1.506, O115 1.219, C116 1.506
115 O 3.3685 -5.4643 -5.9107  C114 1.219
116 C 4.8072 -4.6863 -4.1832  C114 1.506, H120 1.092, H121 1.092, H122 1.093
117 H 5.1489 -5.1024 -7.6289  C113 1.092
118 H 5.8146 -3.7582 -6.6797  C113 1.092
119 H 6.4059 -5.4301 -6.4191  C113 1.092
120 H 5.0553 -3.6255 -4.1049  C116 1.092
121 H 5.6465 -5.2974 -3.8444  C116 1.092
122 H 3.9445 -4.8919 -3.5449  C116 1.093

Calculated values
Net charge: +1
Highest occupied orbital energy in Eh: -0.3918
E_LUMO in eV: -5.0059

Atomic partial charges in e from the Mulliken method, atoms 1 to 8: -0.3775, 0.4110, -0.1863, 0.3906, 0.3121, -0.2796, 0.3538, -0.3981



2.
The following is a quantum chemistry calculation of 10 unconnected molecules or ions with the total composition C35H70O15, from the OMol25 dataset.

Bonds (Å) are listed after each position.
Cartesian coordinates (Å):
1 O 0.0863 -2.1814 -3.4889  C2 1.278
2 C 0.2072 -2.7104 -2.3320  O1 1.278, O3 1.322, C6 1.510
3 O -0.8532 -3.1044 -1.6479  C2 1.322, C4 1.388
4 C -2.1665 -2.8595 -2.0259  O3 1.388, C5 1.509, H7 1.269, H8 1.121
5 C -3.1313 -3.7167 -1.2437  C4 1.509, H9 1.191, H10 1.062, H11 1.014
6 C 1.5682 -2.9080 -1.7094  C2 1.510, H12 1.014, H13 1.053, H14 1.134
7 H -2.4843 -2.8086 -3.2539  C4 1.269
8 H -2.2282 -1.7883 -1.7011  C4 1.121
9 H -3.1535 -4.8918 -1.4372  C5 1.191
10 H -4.0943 -3.3859 -1.5459  C5 1.062
11 H -3.1903 -3.6676 -0.2326  C5 1.014
12 H 1.5239 -3.6856 -1.0601  C6 1.014
13 H 1.5109 -2.0750 -1.0686  C6 1.053
14 H 2.3085 -3.1483 -2.5343  C6 1.134
15 O -1.6110 0.4895 1.9356  C16 1.199
16 C -0.7985 -0.1530 1.3326  O15 1.199, O17 1.357, C20 1.613
17 O -0.1309 0.2006 0.2052  C16 1.357, C18 1.447
18 C -0.3574 1.5553 -0.2494  O17 1.447, C19 1.549, H21 1.121, H22 1.112
19 C -0.3021 1.5725 -1.7978  C18 1.549, H23 1.117, H24 1.130, H25 1.059
20 C -0.4561 -1.6835 1.7087  C16 1.613, H26 1.035, H27 1.179, H28 1.017
21 H 0.5739 2.1317 -0.0109  C18 1.121
22 H -1.2043 2.0127 0.3074  C18 1.112
23 H -0.1174 2.6709 -1.8855  C19 1.117
24 H -1.3327 1.2426 -2.1217  C19 1.130
25 H 0.4888 1.0269 -2.2421  C19 1.059
26 H 0.5292 -1.7299 2.0213  C20 1.035
27 H -0.7343 -2.5421 0.9498  C20 1.179
28 H -0.8883 -2.0128 2.5687  C20 1.017
29 O 2.6677 -0.7045 5.8330  C30 1.175
30 C 2.6551 -1.7298 6.4070  O29 1.175, O31 1.302, C34 1.598
31 O 1.7343 -2.6154 6.1552  C30 1.302, C32 1.448
32 C 0.8605 -2.5436 5.0027  O31 1.448, C33 1.589, H35 1.254, H36 0.965
33 C -0.2062 -3.6978 5.2402  C32 1.589, H37 1.128, H38 1.195, H39 1.061
34 C 3.4645 -2.1631 7.7151  C30 1.598, H40 1.153, H41 1.066, H42 1.081
35 H 1.5681 -2.5014 3.9685  C32 1.254
36 H 0.3895 -1.7103 4.8835  C32 0.965
37 H -0.9736 -3.7533 4.4155  C33 1.128
38 H -0.9432 -3.4121 6.1358  C33 1.195
39 H 0.1826 -4.6641 5.4449  C33 1.061
40 H 4.4590 -1.5986 7.8633  C34 1.153
41 H 3.6177 -3.2160 7.6486  C34 1.066
42 H 3.0511 -1.8839 8.6737  C34 1.081
43 O 2.8424 -1.6012 1.2247  C44 1.210
44 C 3.6542 -0.7159 1.3693  O43 1.210, O45 1.346, C48 1.534
45 O 4.8398 -0.5167 0.7648  C44 1.346, C46 1.341
46 C 5.4615 -1.4394 0.0167  O45 1.341, C47 1.472, H49 1.103, H50 1.144
47 C 5.1753 -1.1029 -1.3873  C46 1.472, H51 1.038, H52 1.221, H53 1.146
48 C 3.3215 0.3224 2.4484  C44 1.534, H54 1.065, H55 1.042, H56 1.175
49 H 4.9754 -2.3932 0.2829  C46 1.103
50 H 6.5773 -1.4864 0.2668  C46 1.144
51 H 5.2471 -0.0794 -1.5462  C47 1.038
52 H 3.9878 -1.2663 -1.6208  C47 1.221
53 H 5.9652 -1.5631 -2.0791  C47 1.146
54 H 3.9159 1.1655 2.1822  C48 1.065
55 H 3.6723 -0.1110 3.3285  C48 1.042
56 H 2.1826 0.5273 2.6533  C48 1.175
57 O -2.5773 3.9280 -1.1264  C58 1.237
58 C -3.1652 4.8489 -1.7070  O57 1.237, O59 1.317, C62 1.497
59 O -2.6779 5.7692 -2.5138  C58 1.317, C60 1.365
60 C -1.3761 5.6705 -2.9112  O59 1.365, C61 1.493, H63 1.068, H64 1.111
61 C -1.0138 4.6234 -3.9112  C60 1.493, H65 1.211, H66 1.201, H67 1.131
62 C -4.6553 4.9474 -1.5961  C58 1.497, H68 0.995, H69 1.102, H70 0.974
63 H -0.7303 5.5650 -2.0676  C60 1.068
64 H -1.1620 6.5270 -3.5860  C60 1.111
65 H -1.0312 5.1993 -4.9763  C61 1.211
66 H -1.5850 3.5741 -3.7889  C61 1.201
67 H 0.0166 4.1615 -3.8511  C61 1.131
68 H -4.8284 5.9270 -1.5843  C62 0.995
69 H -5.1165 4.6694 -0.6349  C62 1.102
70 H -4.9207 4.6422 -2.4824  C62 0.974
71 C -4.6552 1.0840 0.0317  C72 1.492, H75 1.117, H76 1.114, H77 1.140
72 C -4.7606 0.3178 -1.2446  C71 1.492, O73 1.394, C74 1.484
73 O -4.9063 -1.0500 -1.0212  C72 1.394
74 C -4.5417 0.9131 -2.5857  C72 1.484, H78 1.095, H79 1.094, H80 1.042
75 H -5.2978 1.9681 -0.2001  C71 1.117
76 H -3.5746 1.3533 0.0524  C71 1.114
77 H -4.9942 0.7796 1.0764  C71 1.140
78 H -5.0777 0.4333 -3.4111  C74 1.095
79 H -3.4631 0.9366 -2.7694  C74 1.094
80 H -4.8656 1.8967 -2.6995  C74 1.042
81 C 4.2888 5.0938 -0.7925  C82 1.570, H85 1.004, H86 1.131, H87 1.173
82 C 3.3081 3.9841 -1.3127  C81 1.570, O83 1.355, C84 1.543
83 O 2.3250 4.3255 -2.1798  C82 1.355
84 C 3.4287 2.5792 -0.6863  C82 1.543, H88 1.112, H89 1.089, H90 1.125
85 H 3.9149 5.3428 0.1051  C81 1.004
86 H 4.5642 5.9569 -1.4691  C81 1.131
87 H 5.2676 4.5052 -0.5271  C81 1.173
88 H 2.7308 1.8503 -1.1537  C84 1.112
89 H 3.0908 2.5378 0.3482  C84 1.089
90 H 4.4923 2.2300 -0.7932  C84 1.125
91 C -1.0296 0.3285 -5.0430  C92 1.484, H95 0.916, H96 1.121, H97 0.969
92 C -1.4519 -0.3152 -6.3113  C91 1.484, O93 1.274, C94 1.546
93 O -1.7644 0.3279 -7.3659  C92 1.274
94 C -1.6687 -1.8455 -6.3606  C92 1.546, H98 1.167, H99 1.123, H100 1.045
95 H -1.5211 -0.0361 -4.3615  C91 0.916
96 H -1.2834 1.4185 -5.0982  C91 1.121
97 H -0.1052 0.2704 -4.7577  C91 0.969
98 H -2.1473 -2.0848 -7.3979  C94 1.167
99 H -2.5132 -2.2038 -5.7138  C94 1.123
100 H -0.8284 -2.3994 -6.0783  C94 1.045
101 C 0.4600 4.9741 1.4550  C102 1.446, H105 1.137, H106 1.028, H107 1.137
102 C 0.9872 4.0581 2.4415  C101 1.446, O103 1.287, C104 1.580
103 O 2.2506 3.8835 2.6166  C102 1.287
104 C -0.0146 3.2448 3.3537  C102 1.580, H108 1.068, H109 1.045, H110 1.063
105 H -0.4568 5.4768 1.9013  C101 1.137
106 H 0.4638 4.5762 0.5075  C101 1.028
107 H 1.1560 5.8449 1.2316  C101 1.137
108 H -0.8779 3.0136 2.7697  C104 1.068
109 H -0.1592 3.9179 4.1393  C104 1.045
110 H 0.5313 2.5159 3.9028  C104 1.063
111 C -0.8801 -5.5449 1.5818  C112 1.566, H115 0.926, H116 1.097, H117 1.127
112 C -0.5899 -6.7141 2.5822  C111 1.566, O113 1.338, C114 1.617
113 O 0.4113 -6.5954 3.4614  C112 1.338
114 C -1.5780 -7.9940 2.5518  C112 1.617, H118 1.008, H119 1.062, H120 1.014
115 H -0.8061 -4.7355 2.0264  C111 0.926
116 H -1.7810 -5.6465 0.9641  C111 1.097
117 H -0.1397 -5.4000 0.7450  C111 1.127
118 H -1.3253 -8.7420 3.1777  C114 1.008
119 H -1.2354 -8.5829 1.7373  C114 1.062
120 H -2.4619 -7.4980 2.5791  C114 1.014

Calculated values
Net charge: 0
Highest occupied orbital energy in Eh: -0.3421
E_LUMO in eV: 0.5408

Atomic partial charges in e from the Mulliken method, atoms 1 to 8: -0.6029, 0.5528, -0.1195, 0.9368, -1.5456, -0.3832, -0.2325, -0.2078



We obtain ΔE to the lowest compared entry with this formula, charge and spin values of 47.4 317.0 kcal per mole for the records listed above, in that order.
We obtain HOMO-LUMO gap values of 5.7 9.9 eV for the records listed above, in that order.
We obtain F_max values of 7.3 9.9 eV/A for the records listed above, in that order.